# 1
Density functional theory data (ωB97M-V/def2-TZVPD) for the ion C9H14N with charge +1.

Last column: natural (NBO) charge in e.
CARTESIAN COORDINATES (ANGSTROEM)
N 1.1612 -0.9556 0.3136  -0.34
C 1.4396 1.3626 1.3830  -0.58
C -2.7193 -0.6033 0.2412  -0.08
C 0.9473 0.4980 0.1834  -0.04
C -1.1881 1.2890 -1.3657  -0.61
C -0.1145 -1.6537 0.3233  -0.13
C -0.5896 0.6940 -0.0661  -0.23
C -3.8848 -0.1894 0.2019  -0.11
C -1.1617 -0.7673 0.2572  0.05
C 1.9573 -1.5634 -0.7592  -0.38
H -2.1861 1.0434 -1.4330  0.25
H 1.4864 -1.1113 -1.5776  0.23
H 1.4601 0.7250 -0.6621  0.21
H 2.4697 1.3121 1.3042  0.22
H -0.8570 0.8257 -2.2467  0.22
H 1.1313 2.3248 1.3987  0.24
H -1.0518 1.1921 0.7981  0.23
H 2.0317 -2.5809 -0.6312  0.24
H -0.3207 -2.7553 0.4001  0.28
H 1.7118 -1.2610 1.0977  0.44
H 1.0358 0.8047 2.1949  0.21
H 3.0205 -1.1552 -0.4941  0.22
H -4.8178 0.2194 0.3974  0.25
H -0.9615 2.3055 -1.2591  0.23

As for the SMILES: C#CC1=C[N@@H+](C)[C@H](C)[C@H]1C. The value obtained for the calculated total energy is -11038.6373 eV. The energy above the lowest of the compared OMol25 structures with the same formula, charge and spin comes out at 5.182 eV. As for the net charge: +1. The calculation puts the gap between HOMO and LUMO at 10.14 eV. The calculation puts the LUMO energy at -3.391 eV.

# 2
Density functional theory data (ωB97M-V/def2-TZVPD) for the molecule C9H14N2.

Last column: natural (NBO) charge in e.
CARTESIAN COORDINATES (ANGSTROEM)
N 1.7498 -0.8093 0.0140  -0.20
N 2.5834 0.2523 -0.3946  -0.42
C -0.8300 -0.2311 0.1653  -0.15
C -2.0780 -1.1297 0.7934  -0.60
C 0.9208 1.9175 0.2652  0.03
C 2.0208 1.4741 -0.3417  -0.13
C 0.5325 -0.7951 0.4037  0.32
C -0.4368 2.3569 0.4461  -0.51
C -1.3591 1.1313 0.6395  -0.37
C 2.4179 -2.0926 -0.1152  -0.40
C -0.9276 -0.3706 -1.3827  -0.60
H 2.5947 2.2083 -0.7692  0.22
H 3.1309 -2.0224 0.6630  0.22
H -2.1950 -2.1955 0.3140  0.22
H 1.6539 -2.9058 -0.1370  0.22
H -0.7218 2.9677 -0.4915  0.21
H -2.9651 -0.5647 0.9529  0.22
H -0.2499 -1.0912 -1.6992  0.21
H -1.3512 1.0029 1.7917  0.20
H -0.6629 2.9635 1.3297  0.23
H -2.4067 1.2776 0.3309  0.22
H -1.9142 -1.2608 1.9162  0.21
H 3.0158 -2.1085 -1.0093  0.23
H -1.9201 -0.4812 -1.6968  0.21
H -0.6022 0.5063 -1.9886  0.22

The value obtained for the calculated total energy is -12531.3898 eV. The energy above the lowest of the compared OMol25 structures with the same formula, charge and spin comes out at 9.045 eV. The calculation puts the gap between HOMO and LUMO (spin up / spin down) at 6.41 / 7.44 eV. The calculation puts the LUMO energy (spin up / spin down) at -0.576 / 0.510 eV.

# 3
Density functional theory data (ωB97M-V/def2-TZVPD) for the molecule C9H14N2O5.

Last column: natural (NBO) charge in e.
CARTESIAN COORDINATES (ANGSTROEM)
O -3.3497 0.7185 -0.6680  -0.59
O -1.5660 2.0333 -0.8414  -0.70
O 2.3580 -1.6155 -0.5791  -0.62
O 4.3973 -0.7983 -0.8433  -0.69
O 0.8858 0.2563 2.1227  -0.62
N -0.6521 -0.2704 0.5475  -0.42
N 1.3000 2.5754 0.3575  -0.82
C -1.1849 -0.3215 -0.8862  -0.14
C 1.3353 1.1219 0.0450  -0.14
C -2.1695 0.8226 -0.7757  0.79
C -1.4466 -1.1205 1.4392  -0.22
C 3.1108 -0.6688 -0.4829  0.80
C 0.4884 0.2786 0.9979  0.69
C -2.5741 -1.6913 0.5323  -0.42
C -2.0087 -1.6117 -0.8745  -0.42
C 2.7708 0.7234 -0.0183  -0.52
H -1.1829 -2.3118 -1.1505  0.22
H -0.4007 -0.1894 -1.6416  0.25
H 1.0099 1.2101 -0.9502  0.20
H 0.4470 3.0388 0.0878  0.37
H 1.3456 2.6790 1.3714  0.36
H -3.5414 -1.1956 0.6646  0.24
H 3.2072 0.6817 0.9644  0.25
H -1.8862 -0.4547 2.1933  0.21
H 4.6349 -1.7129 -1.0407  0.50
H -2.7880 -1.7370 -1.6063  0.24
H -2.3259 2.5846 -1.1091  0.50
H 3.3510 1.5150 -0.5901  0.26
H -0.7834 -1.8000 1.9599  0.22
H -2.7820 -2.7400 0.7742  0.22

As for the SMILES: N[C@@H](CC(=O)O)C(=O)N1CCC[C@H]1C(=O)O. The value obtained for the calculated total energy is -22778.3800 eV. The energy above the lowest of the compared OMol25 structures with the same formula, charge and spin comes out at 1.110 eV. The calculation puts the gap between HOMO and LUMO at 9.87 eV. The calculation puts the LUMO energy at 0.528 eV.

# 4
Density functional theory data (ωB97M-V/def2-TZVPD) for the ion C9H14N3 with charge +1.

Last column: natural (NBO) charge in e.
CARTESIAN COORDINATES (ANGSTROEM)
N 0.5618 1.9348 1.9378  -0.57
N 0.5133 1.5613 0.6147  -0.22
N 2.2780 0.7562 -1.5484  -0.72
C -0.6629 0.8310 0.3539  0.04
C -0.5081 -0.3793 -0.4136  0.00
C 1.8655 -0.0334 -0.3259  0.03
C -3.1005 0.6282 0.2448  -0.20
C -2.9513 -0.5013 -0.5754  -0.19
C 0.8379 -1.0678 -0.6056  -0.33
C 0.9474 -2.1624 0.5204  -0.59
C -1.9367 1.3201 0.6300  -0.21
C -1.6568 -0.9729 -0.8955  -0.21
H -1.8654 2.2773 1.1983  0.24
H 2.5032 -0.2102 0.4034  0.19
H 1.3930 2.4632 2.0841  0.38
H 1.6783 1.5772 -1.4031  0.48
H 0.7172 -3.0881 0.0205  0.24
H 0.2653 1.3226 2.7249  0.39
H -3.8234 -1.0920 -1.0533  0.24
H -3.9722 1.0605 0.6282  0.24
H 3.2123 1.0969 -1.3204  0.44
H 0.2182 -2.1260 1.3287  0.24
H 2.3105 0.1107 -2.2972  0.45
H 1.9053 -2.1946 0.9048  0.21
H 0.7301 -1.3171 -1.6512  0.23
H -1.4600 -1.7949 -1.5049  0.21

The value obtained for the calculated total energy is -14019.5450 eV. The energy above the lowest of the compared OMol25 structures with the same formula, charge and spin comes out at 4.437 eV. As for the net charge: +1. The calculation puts the gap between HOMO and LUMO (spin up / spin down) at 7.76 / 8.23 eV. The calculation puts the LUMO energy (spin up / spin down) at -3.683 / -3.533 eV.

# 5
Density functional theory data (ωB97M-V/def2-TZVPD) for a cluster of 2 separate species, C9H14N3 in total.

Last column: natural (NBO) charge in e.
CARTESIAN COORDINATES (ANGSTROEM)
N 0.9609 2.5180 0.9375  -0.21
N -0.7960 -0.4888 -0.6319  -0.33
N 0.1168 2.4092 0.1801  0.10
C 1.9036 -0.7500 0.6682  0.06
C -2.6658 0.6067 0.5291  -0.62
C 2.2930 0.2370 -0.4179  -0.35
C 1.3226 0.5372 -1.4506  -0.17
C 2.8631 -1.1515 -0.1029  -0.10
C -0.0414 0.3059 -1.3990  0.11
C -2.2359 -0.2790 -0.6382  -0.21
C -0.3277 -1.5179 0.2718  -0.21
C 0.6510 -1.0295 1.3650  -0.47
H 1.8965 2.0599 0.9894  0.39
H 2.9838 1.0676 -0.2223  0.21
H -2.5288 0.1902 -1.5780  0.22
H 3.6578 -1.7776 -0.4215  0.26
H -3.7463 0.7195 0.5112  0.24
H 0.1679 -2.3068 -0.3044  0.23
H -2.3887 0.1703 1.4862  0.21
H -2.7323 -1.2493 -0.5717  0.22
H -0.6180 0.8243 -2.1561  0.23
H 1.6435 1.2354 -2.2117  0.24
H -2.2055 1.5889 0.4501  0.22
H -1.2015 -1.9497 0.7621  0.23
H 0.7809 -1.8244 2.0997  0.26
H 0.2465 -0.1456 1.8557  0.23

The value obtained for the calculated total energy is -14018.4950 eV. The energy above the lowest of the compared OMol25 structures with the same formula, charge and spin comes out at 5.487 eV. As for the net charge: +1. The calculation puts the gap between HOMO and LUMO (spin up / spin down) at 8.41 / 5.98 eV. The calculation puts the LUMO energy (spin up / spin down) at -4.018 / -5.888 eV.

# 6
Density functional theory data (ωB97M-V/def2-TZVPD) for a structure of composition C9H14N3O.

Last column: natural (NBO) charge in e.
CARTESIAN COORDINATES (ANGSTROEM)
O -1.7922 1.4314 -2.1942  -0.56
N -0.6911 0.1443 0.3857  -0.40
N 0.9849 -0.4645 -1.9783  -0.39
N -0.1344 -0.1300 -2.8752  -0.27
C -0.1672 -0.4199 -4.3045  -0.44
C 0.1321 1.1983 1.0676  0.24
C 0.7517 1.5632 -0.0684  -0.19
C -0.4194 -1.2046 0.9174  -0.25
C -0.0413 0.5605 -0.8253  0.23
C -0.8581 0.6896 -2.1169  0.60
C 0.2704 1.2646 2.5639  -0.46
C -0.3187 -1.2615 2.4514  -0.43
C 0.5063 -0.1810 3.1460  -0.39
H 0.4088 -0.2370 4.1475  0.23
H -1.2148 -1.1405 3.0153  0.22
H 0.8870 -0.8669 -4.6247  0.25
H -1.1181 -1.9144 0.4316  0.25
H -0.5002 0.4701 -4.8058  0.24
H -1.6193 0.5139 0.4293  0.45
H 1.4766 -0.6001 3.0946  0.22
H 1.0718 1.7662 2.9709  0.27
H -0.5838 1.6257 2.9331  0.23
H 1.5187 2.3226 -0.2738  0.27
H -0.9557 -1.2571 -4.4316  0.23
H 0.0784 -2.3481 2.7327  0.25
H 0.6111 -1.6058 0.5759  0.26
H 1.7162 0.0813 -2.3640  0.34

The value obtained for the calculated total energy is -16065.5545 eV. The energy above the lowest of the compared OMol25 structures with the same formula, charge and spin comes out at 4.198 eV. As for the net charge: +1. The calculation puts the gap between HOMO and LUMO (spin up / spin down) at 8.93 / 8.93 eV. The calculation puts the LUMO energy (spin up / spin down) at -3.828 / -3.828 eV.

Look up the energy above the lowest of the compared OMol25 structures with the same formula, charge and spin of the first one. 5.182 eV

Which formula does entry 4 have? C9H14N3

The highest calculated total energy belongs to which entry? C9H14N